A 9-piece molecular cluster, C55H49B3F16O4 overall, computed with wB97M-V/def2-TZVPD.

Summary:
Lowest unoccupied orbital energy (eV): 0.49
HOMO energy (eV): -9.13
SMILES string: FC(F)C(F)(F)C(F)(F)C(F)(F)COCCB1OBOBO1.Fc1ccccc1.Fc1ccccc1.Fc1ccccc1.Fc1ccccc1.Fc1ccccc1.Fc1ccccc1.Fc1ccccc1.Fc1ccccc1
Net charge: 0
Gap between HOMO and LUMO (Eh): 0.3535
Strongest force on any atom (eV Å⁻¹): 3.394

Last column: Löwdin charge in e.
Geometry (Å):
F 3.0853 0.8708 1.0040  0.03
C 1.8540 0.7494 0.3288  -0.19
F 1.0016 0.0012 1.1418  0.06
C 1.2461 2.1156 -0.1982  -0.26
F 2.2609 2.7132 -0.9843  0.08
F 0.2168 1.8023 -1.0766  0.12
C 0.8664 3.1795 0.9166  -0.23
F 1.0734 4.4847 0.4097  0.06
F 1.6899 3.1067 2.0567  0.10
C -0.6305 3.1209 1.4344  -0.28
F -0.6891 3.9909 2.5618  0.05
F -1.0338 1.8705 1.9005  0.10
C -1.7248 3.6558 0.4043  -0.07
O -2.5392 2.5053 0.0435  -0.16
C -3.8998 2.6817 0.4772  -0.20
C -4.8311 1.4251 0.1709  -0.03
B -4.0780 0.0033 0.2797  -0.45
O -4.1349 -0.7432 1.5123  0.20
B -2.7872 -1.1484 1.8390  -0.26
O -1.8362 -1.6207 0.8713  0.16
B -2.1227 -1.1344 -0.4484  -0.27
O -3.3789 -0.5672 -0.8386  0.20
H 2.0572 0.1106 -0.5956  0.18
H -1.2270 3.9696 -0.5721  0.14
H -2.4054 4.4583 0.8165  0.14
H -3.9982 2.8951 1.5968  0.15
H -4.3311 3.5539 -0.1275  0.13
H -5.7380 1.4242 0.8679  0.13
H -5.2576 1.5475 -0.8774  0.12
H -2.4242 -1.0850 2.9624  0.11
H -1.2847 -1.2142 -1.2810  0.11
F -1.8765 -2.7939 3.7803  0.02
C -1.2224 -3.8992 4.1821  -0.27
C 0.0440 -4.1566 3.6845  -0.01
C 0.7219 -5.2958 4.1032  -0.08
C 0.1213 -6.1692 5.0058  -0.09
C -1.1533 -5.9021 5.4947  -0.09
C -1.8278 -4.7573 5.0850  -0.02
H 0.4915 -3.4693 2.9763  0.12
H 1.7167 -5.5036 3.7261  0.10
H 0.6494 -7.0600 5.3282  0.10
H -1.6211 -6.5849 6.1938  0.10
H -2.8177 -4.5284 5.4618  0.12
F -3.0188 5.2522 -1.4991  0.04
C -3.8851 6.2053 -1.8932  -0.28
C -4.7194 5.9610 -2.9711  -0.02
C -5.6167 6.9434 -3.3742  -0.08
C -5.6611 8.1614 -2.7016  -0.09
C -4.8140 8.3961 -1.6234  -0.07
C -3.9241 7.4106 -1.2124  -0.02
H -4.6644 5.0098 -3.4872  0.12
H -6.2799 6.7606 -4.2118  0.11
H -6.3583 8.9287 -3.0198  0.10
H -4.8466 9.3465 -1.1032  0.11
H -3.2628 7.5728 -0.3691  0.11
F 9.7010 3.7490 1.1638  0.06
C 8.4699 3.2858 0.8923  -0.29
C 7.4860 3.3596 1.8654  -0.02
C 6.2098 2.8849 1.5829  -0.07
C 5.9358 2.3325 0.3352  -0.09
C 6.9345 2.2594 -0.6326  -0.07
C 8.2075 2.7438 -0.3553  -0.01
H 7.7208 3.7856 2.8335  0.12
H 5.4301 2.9446 2.3339  0.11
H 4.9420 1.9589 0.1180  0.07
H 6.7186 1.8247 -1.6022  0.09
H 8.9941 2.7036 -1.0992  0.12
F -2.7296 -8.6494 5.3730  0.05
C -2.6894 -8.8917 4.0520  -0.29
C -2.2164 -10.1120 3.5981  -0.02
C -2.1794 -10.3643 2.2312  -0.08
C -2.6056 -9.3902 1.3333  -0.09
C -3.0741 -8.1664 1.7998  -0.08
C -3.1219 -7.9165 3.1666  -0.01
H -1.8811 -10.8555 4.3114  0.11
H -1.8182 -11.3190 1.8661  0.10
H -2.5722 -9.5868 0.2670  0.10
H -3.4007 -7.4091 1.1013  0.09
H -3.4919 -6.9720 3.5470  0.11
F 4.0774 -0.0873 -2.2748  0.04
C 4.8741 -1.1679 -2.2222  -0.29
C 5.5169 -1.4735 -1.0384  -0.02
C 6.3386 -2.5933 -0.9777  -0.07
C 6.5143 -3.3868 -2.1079  -0.09
C 5.8644 -3.0654 -3.2953  -0.08
C 5.0340 -1.9520 -3.3522  -0.02
H 5.3733 -0.8390 -0.1712  0.11
H 6.8414 -2.8470 -0.0517  0.11
H 7.1588 -4.2578 -2.0614  0.10
H 6.0045 -3.6816 -4.1760  0.11
H 4.5127 -1.6905 -4.2655  0.12
F -5.1265 -7.7504 -0.1303  0.04
C -5.9688 -8.7667 -0.3817  -0.29
C -6.7043 -9.3116 0.6576  -0.01
C -7.5793 -10.3599 0.3968  -0.08
C -7.7003 -10.8577 -0.8976  -0.10
C -6.9522 -10.3050 -1.9320  -0.08
C -6.0849 -9.2494 -1.6745  -0.02
H -6.5903 -8.9162 1.6599  0.12
H -8.1656 -10.7891 1.2010  0.11
H -8.3801 -11.6785 -1.0991  0.10
H -7.0443 -10.6962 -2.9388  0.10
H -5.5009 -8.8008 -2.4691  0.12
F -1.3347 10.0724 -1.1104  0.06
C -0.5859 9.4642 -0.1751  -0.29
C -0.0532 10.2127 0.8615  -0.02
C 0.7173 9.5819 1.8321  -0.08
C 0.9549 8.2127 1.7490  -0.09
C 0.4185 7.4724 0.7003  -0.07
C -0.3614 8.1004 -0.2651  -0.02
H -0.2421 11.2786 0.9051  0.12
H 1.1328 10.1566 2.6520  0.10
H 1.5596 7.7226 2.5043  0.10
H 0.6072 6.4083 0.6344  0.08
H -0.7946 7.5383 -1.0843  0.11
F 4.2072 5.5313 -5.8223  0.06
C 4.8312 4.4179 -5.4058  -0.29
C 6.0877 4.1161 -5.9055  -0.02
C 6.7362 2.9660 -5.4705  -0.08
C 6.1160 2.1263 -4.5500  -0.10
C 4.8504 2.4368 -4.0580  -0.08
C 4.2067 3.5930 -4.4845  -0.01
H 6.5505 4.7780 -6.6276  0.12
H 7.7232 2.7243 -5.8482  0.10
H 6.6216 1.2265 -4.2141  0.10
H 4.3688 1.7795 -3.3429  0.08
H 3.2259 3.8565 -4.1069  0.12